Density functional theory data (the ωB97M-V functional and the def2-TZVPD basis) for a cluster of 7 separate species, C51H115N6O in total in a non-equilibrium geometry.

```
173
Properties=species:S:1:pos:R:3:forces:R:3:lowdin_charge:R:1
C -5.979267 0.656838 -3.403209 -1.157 0.661 0.377 -0.072
H 0.156756 -4.328013 4.833842 0.099 -0.292 0.110 0.131
H -3.341989 -5.194255 3.240220 0.516 -0.577 -0.367 0.116
C 4.944571 -3.689933 0.993948 1.349 -0.767 -0.758 -0.128
C -4.756337 -0.438641 2.908553 1.336 1.368 1.307 -0.084
H -2.679068 2.041904 4.271174 0.264 -0.504 0.195 0.116
H 1.403826 3.776490 1.489046 -0.251 -0.355 -0.442 0.122
C -3.278937 1.659146 -0.810040 -0.114 -0.586 0.032 -0.250
H -6.115325 1.732460 -3.479832 0.377 0.016 -0.419 0.126
H 2.927490 7.031943 -1.583153 -0.147 0.347 -0.004 0.093
H -0.397195 -6.321768 1.229315 0.107 -0.065 0.086 0.127
H 0.647473 3.586146 -1.981122 0.369 0.026 -0.035 0.100
N 4.360405 -3.299584 -1.289673 -0.235 0.964 -0.422 -0.250
H -2.694670 -0.289976 6.431561 -0.073 -0.115 -0.016 0.108
C 5.046556 -4.322858 -0.393446 -1.658 0.250 0.013 -0.078
C -1.497288 -6.075197 4.208621 0.136 0.339 -1.162 -0.086
H 6.431385 -2.039911 0.824184 0.187 -0.675 -0.377 0.131
H -0.786799 1.199491 -3.555758 0.202 -0.700 -0.655 0.113
H -1.457378 3.146690 -2.782725 0.201 -0.362 0.133 0.090
C 2.463372 5.176027 0.131166 1.692 -0.847 -0.624 -0.082
H 2.471977 3.053760 0.161130 -0.728 -0.266 0.172 0.097
H 3.585249 -1.866354 -3.375650 -0.309 -0.333 -0.305 0.087
C 1.550938 2.251032 -6.743249 -0.306 -0.129 -0.347 -0.222
H -2.480477 1.075874 2.738560 0.530 0.459 0.189 0.086
H 1.295594 -4.587157 1.405217 -0.072 -0.225 -0.357 0.096
H 5.024722 5.491558 -1.248054 -0.379 -0.211 0.035 0.132
H 5.620425 -1.627503 -1.421866 0.104 0.239 0.252 0.125
H -5.226960 2.423362 -1.427809 -0.336 -0.389 -0.056 0.151
C 1.550773 0.872414 -3.090247 -0.015 0.049 -0.647 0.012
O 0.066628 0.131617 2.459634 -0.452 -0.719 -0.757 -0.291
H 5.289098 5.131112 1.957644 0.057 -0.074 0.001 0.137
C -2.901606 2.944910 -0.113901 -0.228 0.898 0.270 -0.082
C 0.609342 -7.023056 3.234865 0.852 0.271 0.959 0.023
H -6.897631 -0.125432 5.309242 -0.093 0.143 -0.727 0.132
H 2.092998 3.173631 -6.548212 -0.093 0.027 -0.026 0.104
H 2.752531 1.133734 -5.352257 0.007 -0.326 -0.155 0.139
H 5.164852 4.091918 0.509206 0.070 0.077 -0.047 0.131
H 2.682498 4.880769 -0.894716 -0.826 0.440 -0.306 0.106
H -7.725360 -1.261375 -1.151821 -0.249 0.606 0.010 0.134
C -2.868745 -0.817600 4.376043 0.863 -0.809 -0.062 -0.152
H -1.914328 2.966020 0.351258 0.006 -0.688 0.018 0.074
C 1.672102 3.180364 -3.924735 -1.191 0.334 1.810 -0.069
H -2.179460 -1.096688 3.565960 -0.049 1.225 -0.490 0.117
C -2.030255 -0.470178 5.580950 -0.284 -0.121 1.220 -0.200
C 4.611373 4.659410 1.255401 -1.476 0.095 -0.836 -0.063
H 5.666269 -4.215439 1.618600 -0.198 0.137 0.336 0.136
C 0.371918 -3.497778 2.888195 -0.521 0.640 -0.890 -0.159
C -0.602484 -5.463733 1.858186 -0.217 0.912 0.482 -0.059
C -3.168597 1.474282 3.485955 0.055 -0.540 -0.654 0.028
H -0.535353 -2.927531 3.091754 0.122 0.122 0.075 0.092
H 4.417918 -4.523847 -2.994466 -0.306 0.180 -0.351 0.144
H 0.334171 -7.803436 2.530041 -1.016 0.086 0.356 0.115
H -2.812224 -4.772217 6.187091 0.147 0.011 -0.115 0.082
C 4.849081 -1.931425 -0.717161 0.518 -1.267 -0.426 -0.051
N -3.863683 0.234399 3.994196 -0.219 0.356 -0.927 -0.253
H 1.294758 -0.133144 -3.416404 0.012 -0.130 0.313 0.109
C -1.063094 -1.589873 6.030308 -0.101 0.699 -0.824 -0.056
H -1.102227 -1.690303 0.424096 1.066 -0.104 -0.172 0.059
H -0.007463 -3.729582 0.631753 -0.308 0.394 0.306 0.104
H 0.499017 2.470528 -6.941960 0.000 0.292 0.272 0.116
H 4.437138 -5.222560 -0.469210 0.441 -0.293 -0.139 0.143
C 4.666560 6.314273 -0.628159 -0.154 0.744 -0.072 -0.133
H 3.530777 -3.444531 -5.353292 0.063 -0.102 0.044 0.084
H 2.353119 0.368297 0.817112 -0.314 0.205 0.536 0.064
H -0.893450 -1.447254 7.093338 -0.079 -0.597 0.089 0.090
H -3.617938 3.127522 0.688654 -0.022 0.444 -0.143 0.076
C -3.435755 -4.997665 5.315161 0.695 0.020 0.685 -0.083
H 3.940982 -3.853669 1.378701 -0.012 0.400 0.208 0.100
C 3.606584 6.814706 1.599387 -1.498 -0.030 -1.361 0.046
H -3.848184 -5.983228 5.529971 -0.413 0.151 -0.131 0.096
H 0.113060 1.204239 0.780617 -0.485 0.113 -0.739 0.093
H 4.557763 7.116417 2.015256 -0.128 0.172 0.182 0.122
H -2.232162 -4.017942 3.844373 0.410 -0.143 0.067 0.080
C 3.494598 3.805479 1.859574 0.685 0.415 0.918 -0.154
H 4.093717 6.920628 -3.543083 -0.199 0.327 -0.179 0.072
H -1.986791 -0.379753 0.831313 0.241 0.790 0.135 0.039
C -4.442455 1.764919 -1.796993 1.556 0.221 -0.983 -0.117
C 2.106751 1.642894 -8.053501 -0.105 -0.758 1.169 -0.056
H -3.438153 -1.033480 -1.874500 0.242 0.704 0.240 0.099
H 2.620842 0.970890 -2.921541 0.046 -0.102 -0.256 0.106
H -5.642719 0.246944 -4.349995 0.316 -0.112 0.171 0.138
C -0.719124 3.257228 -3.578043 -0.599 0.837 -0.514 -0.126
H -6.147396 0.598678 -0.504658 -0.443 0.025 -0.203 0.136
N 1.129724 1.770692 -4.223889 0.945 1.674 -0.359 -0.247
H 4.369895 -1.970560 -5.773197 0.178 -0.142 -0.210 0.075
H -0.088470 -1.515710 5.545503 -0.079 0.140 -0.184 0.077
H 1.671192 5.907335 0.238938 0.050 0.057 -0.115 0.138
H -4.188013 -4.210830 5.322824 -0.292 -0.280 -0.289 0.068
H -1.020966 -0.212470 -0.640088 -0.234 -0.550 -0.232 0.045
H -4.043192 -0.947571 2.264134 -0.334 -0.217 -0.227 0.121
C -5.732329 -1.245125 3.738651 -1.353 -0.953 -1.915 -0.156
C 5.372906 -2.263857 0.701902 -0.811 1.795 0.169 -0.127
C -6.968273 -0.927239 -1.863226 -0.663 0.367 -0.269 -0.142
N -0.272341 -5.795837 3.335207 0.414 -0.945 -1.705 -0.229
C -5.840151 -0.206900 -1.168801 0.896 -0.946 0.376 -0.112
H 4.627764 8.626478 -3.130180 -0.960 -0.051 -0.246 0.092
H 2.611792 -4.224838 -1.928497 -0.229 -0.215 0.337 0.114
H 4.039597 -1.207246 -0.726970 -0.159 -0.176 -0.045 0.104
H -5.527077 -2.318327 3.733367 0.722 0.148 0.725 0.111
H 0.711325 -7.371387 4.261425 0.224 -0.422 -0.185 0.122
H 3.875197 8.261500 -0.763621 0.133 0.462 -0.586 0.115
H 3.111890 4.210680 2.797037 0.526 0.076 0.174 0.121
H -7.819605 0.992861 -2.479275 -1.075 -0.394 -0.303 0.127
C -7.372246 0.111330 -2.925987 2.019 -0.639 0.082 -0.091
H -6.759508 -1.867872 -2.379450 0.859 0.112 0.128 0.127
C 4.490354 -2.398057 -3.692420 -0.211 0.329 -0.532 -0.241
C 0.582354 3.832952 -3.043401 0.465 -0.287 -0.017 -0.142
H 2.998234 1.066801 -7.793834 0.387 0.409 -0.436 0.079
H 0.716862 4.905976 -3.173393 -0.424 0.056 0.234 0.128
H 1.166466 0.358836 -5.769657 0.272 -0.181 -0.019 0.144
H -0.750139 1.837485 -5.254091 0.153 -0.192 -0.010 0.134
N -4.978088 0.434506 -2.267272 -1.190 -0.688 0.928 -0.252
C 1.695309 1.290241 -5.566535 -0.044 0.026 0.147 -0.110
C 3.943847 7.407733 -1.433824 -0.092 -1.355 0.359 -0.211
H 1.585376 -6.716961 2.856264 -0.009 0.250 0.273 0.105
H 5.639696 7.382985 -2.899474 -0.070 -0.536 0.609 0.087
C -2.600429 -5.032254 4.024985 -0.804 0.549 1.030 -0.233
H -2.855236 3.807171 -0.785941 -0.447 -0.023 -0.040 0.083
H 1.430802 0.888244 -8.455114 -0.203 0.258 -0.164 0.087
H -1.246441 3.929280 -4.259203 0.435 -0.010 -0.306 0.132
H -4.402027 0.822176 5.995780 0.198 -0.353 -0.039 0.136
H -5.230358 -0.882472 -0.563751 0.226 0.149 -0.140 0.123
C -3.926137 -0.532971 -2.711786 -0.221 -0.135 0.527 0.027
H 2.282371 2.437671 -8.768172 0.193 -0.173 -0.154 0.094
H -4.416328 -1.374146 -3.198548 -0.026 0.397 -0.598 0.119
C 2.856021 -3.411311 -1.247604 0.337 -0.299 -0.348 0.019
H -6.610010 -1.321027 3.081245 -0.449 0.541 0.594 0.127
H -5.199122 0.426678 2.414792 -0.282 -0.272 -0.217 0.127
H 3.008303 7.611712 1.154885 0.617 0.408 -0.016 0.109
H 2.358485 -2.526790 -1.638176 0.369 0.210 0.063 0.083
H -2.377612 1.294567 -1.305404 -0.249 -0.408 -0.078 0.075
H 6.047912 -4.445901 -0.792637 0.107 -0.127 0.284 0.146
H 1.543325 -0.395623 -0.507081 -0.179 0.236 -0.118 0.033
C 1.517301 -0.298582 0.599357 0.620 -1.148 -1.676 -0.091
C 4.562819 7.582483 -2.820210 1.238 0.719 0.105 -0.077
H 5.881377 -3.646329 -2.673333 0.017 -0.056 -0.118 0.141
H 1.051702 1.143386 -2.162044 -0.247 0.036 -0.143 0.092
H 5.556628 6.752107 -0.173467 0.025 -0.134 0.143 0.148
H 4.941755 -1.494012 1.348330 -0.271 -0.423 0.322 0.117
C 0.550503 -4.627624 3.863541 -0.504 0.486 0.656 -0.085
H -3.840238 2.194081 3.016021 -0.513 -0.457 0.063 0.096
H 1.205168 -2.797745 2.879505 -0.091 0.102 0.241 0.121
N 3.822661 5.780044 0.503865 0.807 -0.354 2.051 -0.258
H 1.826387 -1.315888 0.878684 -0.247 0.075 0.613 0.053
C -4.869619 0.582943 5.043271 -0.402 0.323 0.676 -0.094
H -5.803570 -1.184882 5.951415 0.556 -0.300 -0.293 0.126
H 3.942338 2.841408 2.097687 -0.488 -0.236 -0.105 0.125
H 2.484623 -3.584060 -0.242919 0.198 -0.076 0.046 0.072
H -1.494106 -2.549706 5.736947 0.015 -0.217 0.615 0.050
H -1.114737 -6.090475 5.225893 -0.096 0.007 0.079 0.139
H -1.487224 0.470046 5.484973 0.070 -0.090 -0.517 0.121
H 1.727916 3.872502 -4.756435 0.393 -0.834 -0.571 0.129
H 2.867874 6.380403 2.270311 0.657 -0.173 0.584 0.113
C 2.314049 3.837801 0.902305 0.962 0.476 -0.231 -0.138
C 4.433527 -2.863792 -5.152306 -0.910 0.181 0.064 -0.072
H 5.284499 -3.465012 -5.464253 0.159 0.135 0.142 0.096
C 0.269210 -4.226432 1.558196 0.621 -1.324 0.104 -0.148
H 5.226163 -1.589096 -3.701111 0.408 -0.375 0.597 0.115
H -5.321788 1.529997 4.746006 -0.028 -0.106 -0.345 0.141
H -3.597106 0.940435 -0.048995 0.421 -0.160 0.009 0.090
H -1.848622 -7.071438 3.947485 -0.006 -0.049 0.017 0.151
C -1.006059 -0.597298 0.389261 -0.850 0.006 -0.483 -0.079
C 4.797936 -3.535054 -2.744634 1.085 0.385 1.121 -0.117
H -1.671798 -5.269020 1.798604 0.107 0.207 -0.020 0.118
H -3.423881 -1.760806 4.399125 -0.236 0.171 1.113 0.117
H -3.233951 0.040167 -3.319925 0.106 -0.422 -0.315 0.103
C 0.135860 0.127207 1.088219 0.635 0.795 2.718 -0.687
C -5.916450 -0.540700 5.077625 0.235 0.152 0.775 -0.100
H 1.596258 -4.900586 3.980815 -0.113 -0.313 -0.057 0.139
H 2.589004 3.089450 -3.349848 0.330 -0.041 -0.543 0.129
C -0.351386 1.919981 -4.249077 -1.173 0.295 1.114 -0.091
H -7.792451 -0.416661 -3.775772 -0.939 0.695 0.077 0.132
H -4.065128 2.181012 -2.735483 -0.062 0.444 0.140 0.132
```
Forces are in eV/Å.

For the molecular weight, the calculation gives 828.52 g/mol. Its charge is +5. As for the calculated total energy: -65689.933 eV. The calculation puts the HOMO-LUMO gap at 6.45 eV. For the HOMO energy, the calculation gives -15.926 eV.